{
  "formula": "C7H11NS2",
  "method": "ωB97M-V with the def2-TZVPD basis set",
  "elements": ["C", "C", "C", "C", "C", "C", "C", "N", "S", "S", "H", "H", "H", "H", "H", "H", "H", "H", "H", "H", "H"],
  "coordinates": [[1.98165, -0.33428, 0.39009], [-0.37751, 2.21062, -0.11077], [-1.32192, 0.97742, 0.11487], [0.80632, 1.81344, 0.83429], [-0.36482, -0.20900, 0.56749], [-0.09240, -1.46404, -1.02149], [-0.87284, -2.66903, -0.71866], [0.86492, 0.29914, 0.81417], [3.47612, -0.07945, 0.88605], [1.72155, -1.75735, -0.82609], [0.13120, 2.31152, -1.05835], [-0.84756, 3.25073, 0.14510], [-2.08610, 1.26971, 0.88934], [-1.70741, 0.50761, -0.80930], [1.76297, 2.34994, 0.51103], [0.81474, 2.20983, 1.92014], [-0.74713, -0.90239, 1.35883], [-0.11305, -0.85160, -1.87835], [-0.79975, -3.31267, -1.61765], [-1.94650, -2.41578, -0.52358], [-0.28248, -3.20436, 0.13286]],
  "forces_ev_per_a": [[-0.047, -1.814, -0.738], [0.039, 0.195, 1.950], [0.565, -0.612, -0.002], [1.717, 1.803, 1.531], [-2.660, -2.103, -2.788], [2.196, 2.205, 4.286], [0.109, -1.266, 0.057], [1.873, 2.627, -0.331], [1.233, 0.557, 0.290], [-1.015, 1.770, 1.275], [-0.566, -0.266, -0.670], [0.806, -2.097, -0.321], [0.571, -0.682, -0.970], [-0.722, 1.056, 0.459], [-0.943, -1.486, -0.055], [-0.887, -0.911, -1.463], [0.116, 0.457, -0.790], [-1.180, 0.427, -1.130], [-0.405, -0.132, 0.563], [0.875, -0.538, 0.113], [-1.676, 0.808, -1.264]],
  "largest_force_ev_per_a": 5.30,
  "homo_lumo_gap_ev": 8.744,
  "de_lowest_kcal_mol": 66.1,
  "total_energy_ha": -1124.3577,
  "lumo_ev": 0.4,
  "homo_ha": -0.30659
}

{
  "formula": "C7H11OP",
  "method": "ωB97M-V with the def2-TZVPD basis set",
  "elements": ["C", "C", "C", "C", "C", "C", "C", "O", "P", "H", "H", "H", "H", "H", "H", "H", "H", "H", "H", "H"],
  "coordinates": [[1.28186, -0.91730, -0.08592], [1.08906, 0.27068, 0.47983], [2.70661, -1.09354, 0.07179], [2.59557, 0.28340, 0.75108], [-1.05290, -1.42041, -1.09625], [-0.21692, 0.97691, 0.31013], [-2.97622, 0.61030, 0.05637], [-1.41529, -1.26997, 1.52997], [-1.47509, -0.44672, 0.31256], [3.07735, -1.79236, 0.73443], [3.25909, -1.15876, -0.78633], [3.25369, 1.03858, 0.26620], [2.64223, 0.28925, 1.90638], [-0.69494, -0.99799, -1.92282], [-0.58670, -2.40976, -0.85358], [-0.34883, 1.71334, 1.11091], [-0.47059, 1.42469, -0.66422], [-3.32041, 0.67866, -0.95438], [-3.84263, 0.27896, 0.78950], [-2.80692, 1.60125, 0.23703]],
  "forces_ev_per_a": [[-2.365, 0.324, 0.040], [-0.919, -0.636, -3.107], [-0.131, 0.551, 1.354], [0.098, 1.414, 2.041], [1.242, -2.078, 3.847], [-0.051, -0.399, 0.939], [-1.933, -3.175, 1.224], [-0.594, -0.135, 0.676], [0.246, 1.444, 0.549], [0.421, -1.947, 1.389], [1.485, 0.268, -2.315], [-0.725, -0.199, 0.457], [0.859, -0.159, -1.804], [0.948, 1.691, -3.686], [-1.120, 0.683, -0.261], [-0.656, -0.156, -0.180], [0.915, 0.250, 0.136], [-0.437, -0.769, -0.776], [1.748, 0.435, -1.682], [0.970, 2.594, 1.158]],
  "largest_force_ev_per_a": 4.55,
  "homo_lumo_gap_ev": [8.623, 7.907],
  "de_lowest_kcal_mol": 110.1,
  "total_energy_ha": -689.7072,
  "lumo_ev": [-0.2, -0.6],
  "homo_ha": [-0.32286, -0.31269]
}

{
  "formula": "C7H12",
  "method": "ωB97M-V with the def2-TZVPD basis set",
  "elements": ["C", "C", "C", "C", "C", "C", "C", "H", "H", "H", "H", "H", "H", "H", "H", "H", "H", "H", "H"],
  "coordinates": [[-0.72151, -1.84521, -1.81902], [-0.06175, -1.44233, -0.51589], [1.04521, -1.99445, -0.03795], [-0.99045, -0.50785, 0.26782], [-0.20610, 0.63821, 0.82761], [0.07742, 1.83723, 0.32765], [0.87342, 2.85511, 1.07131], [-0.79601, -0.97562, -2.46314], [-0.22246, -2.71320, -2.27817], [-1.68198, -2.34617, -1.63457], [1.70789, -2.73300, -0.46194], [1.36247, -1.63374, 0.93799], [-1.51565, -1.09210, 1.04708], [-1.78760, -0.19194, -0.39941], [0.22526, 0.41915, 1.80448], [-0.32744, 2.29383, -0.57055], [0.14901, 3.61543, 1.41371], [1.62579, 3.36003, 0.46560], [1.24446, 2.45663, 2.01736]],
  "forces_ev_per_a": [[0.760, -1.327, 0.406], [-1.214, -0.694, -0.958], [0.160, 0.642, 1.267], [0.595, -0.006, -0.293], [-0.123, 0.086, 0.343], [-0.251, 0.170, 0.138], [-0.828, 0.385, 0.927], [-0.308, -0.142, -0.291], [0.499, 0.649, -0.252], [-0.518, 0.747, 0.202], [-0.320, 0.017, -0.583], [0.148, -0.162, 0.073], [0.327, 0.153, 0.022], [0.088, 0.229, -0.183], [0.184, 0.056, -0.101], [-0.203, -0.751, -0.317], [0.297, 0.182, -0.278], [0.181, -0.142, 0.116], [0.528, -0.092, -0.238]],
  "spin_multiplicity": 2,
  "largest_force_ev_per_a": 1.70,
  "charge": -1,
  "homo_lumo_gap_ev": [2.386, 9.035],
  "de_lowest_kcal_mol": 21.1,
  "total_energy_ha": -273.8032,
  "lumo_ev": [3.8, 3.7],
  "homo_ha": [0.05133, -0.19776]
}

{
  "formula": "C7H12",
  "method": "ωB97M-V with the def2-TZVPD basis set",
  "elements": ["C", "C", "C", "C", "C", "C", "C", "H", "H", "H", "H", "H", "H", "H", "H", "H", "H", "H", "H"],
  "coordinates": [[-2.54038, -0.27906, 0.08450], [-1.03868, -0.16114, 0.00757], [-0.22176, 0.64213, -1.04774], [0.92619, 0.37115, -0.07328], [1.70942, -0.88853, -0.20615], [2.40214, 0.43522, 0.07851], [-0.07696, 0.40117, 1.07482], [-2.86098, -0.86619, -0.78407], [-3.10081, 0.65769, 0.10144], [-2.78828, -0.86181, 0.97980], [-0.69368, -1.20556, -0.08253], [-0.16702, 0.24527, -2.06552], [-0.49341, 1.70771, -1.08486], [1.86430, -1.27951, -1.20995], [1.45443, -1.66214, 0.51908], [3.02781, 0.84101, -0.71284], [2.75138, 0.66802, 1.08202], [-0.26125, 1.44276, 1.37243], [0.10754, -0.20822, 1.96677]],
  "forces_ev_per_a": [[-0.111, 0.083, 0.002], [-0.166, -0.243, -0.045], [-0.007, -0.057, -0.172], [0.087, -0.014, 0.088], [0.017, -0.182, -0.069], [0.126, 0.188, 0.020], [-0.016, -0.095, 0.147], [-0.177, 0.166, 0.128], [0.125, 0.033, 0.035], [-0.127, 0.152, -0.117], [-0.142, 0.325, -0.197], [0.119, 0.007, 0.127], [-0.089, -0.273, 0.107], [-0.076, 0.109, 0.121], [0.710, 0.228, 0.129], [-0.122, -0.119, 0.093], [0.014, -0.136, -0.162], [-0.249, -0.219, -0.095], [0.084, 0.049, -0.138]],
  "largest_force_ev_per_a": 0.76,
  "homo_lumo_gap_ev": 10.900,
  "de_lowest_kcal_mol": 43.3,
  "total_energy_ha": -273.8396,
  "lumo_ev": 1.1,
  "homo_ha": -0.35959
}

{
  "formula": "C7H12",
  "method": "ωB97M-V with the def2-TZVPD basis set",
  "elements": ["C", "C", "C", "C", "C", "C", "C", "H", "H", "H", "H", "H", "H", "H", "H", "H", "H", "H", "H"],
  "coordinates": [[4.27561, -0.20078, 0.41703], [3.01342, -0.37290, 0.10722], [1.75168, -0.51200, 0.40710], [0.44504, -0.67630, -0.38137], [-0.73929, 0.14904, 0.15027], [-2.03433, 0.02386, -0.66635], [-3.17068, 0.84501, -0.05119], [4.67876, 0.80235, 0.50106], [4.91378, -1.05415, 0.61846], [2.08771, -0.44321, 1.47179], [0.13818, -1.73384, -0.42530], [0.62612, -0.38856, -1.42961], [-0.94727, -0.15226, 1.18513], [-0.44858, 1.20661, 0.18410], [-2.34042, -1.02983, -0.73007], [-1.86251, 0.35542, -1.70023], [-3.37670, 0.51845, 0.97509], [-2.90876, 1.90910, -0.01098], [-4.10175, 0.75399, -0.62213]],
  "forces_ev_per_a": [[0.195, -0.007, -0.600], [0.483, 0.090, -0.261], [0.660, 0.133, 0.149], [0.249, 0.015, 0.129], [0.111, 0.049, 0.123], [0.109, -0.065, -0.010], [0.001, 0.027, 0.028], [0.125, -0.113, -0.103], [0.099, 0.117, -0.216], [-2.781, -0.310, 0.166], [0.232, 0.202, 0.195], [0.161, -0.046, 0.326], [0.036, 0.065, -0.085], [-0.019, -0.102, 0.043], [0.101, 0.133, 0.037], [0.039, -0.052, 0.171], [0.033, 0.038, -0.147], [-0.023, -0.157, -0.010], [0.190, -0.017, 0.063]],
  "largest_force_ev_per_a": 2.80,
  "homo_lumo_gap_ev": 10.153,
  "de_lowest_kcal_mol": 58.2,
  "total_energy_ha": -273.8158,
  "lumo_ev": 0.9,
  "smiles": "C=C=CCCCC",
  "homo_ha": -0.33900
}

{
  "formula": "C7H12",
  "method": "ωB97M-V with the def2-TZVPD basis set",
  "elements": ["C", "C", "C", "C", "C", "C", "C", "H", "H", "H", "H", "H", "H", "H", "H", "H", "H", "H", "H"],
  "coordinates": [[0.84521, 0.42559, -2.77705], [-0.16958, 0.70901, -0.81017], [-0.75285, -0.62130, -0.38122], [-0.20402, -0.16583, 0.97947], [-1.03183, 0.33420, 2.11771], [-0.16578, -0.88853, 2.28707], [0.89548, 0.63413, 0.26323], [0.20617, 0.32371, -3.65842], [1.25576, -0.53704, -2.47810], [1.63395, 1.16335, -2.94036], [0.05917, 1.03433, -2.02220], [-1.83252, -0.75858, -0.50562], [-0.22016, -1.53144, -0.69661], [-2.10887, 0.19420, 2.06469], [-0.72189, 1.25339, 2.60914], [-0.65485, -1.85772, 2.34712], [0.73249, -0.79940, 2.89296], [1.75582, -0.02612, 0.07453], [1.23816, 1.58022, 0.69616]],
  "forces_ev_per_a": [[0.147, -0.153, -0.038], [0.059, -0.093, -0.002], [-0.155, -0.083, -0.045], [-0.021, -0.033, 0.125], [-0.120, 0.144, 0.027], [0.096, -0.167, 0.068], [0.116, 0.127, 0.063], [0.080, 0.003, 0.143], [-0.123, 0.169, 0.067], [-0.116, -0.105, 0.060], [-0.035, 0.094, -0.115], [0.170, 0.012, 0.030], [-0.011, 0.171, -0.011], [0.184, 0.005, -0.013], [-0.023, -0.159, -0.092], [0.074, 0.157, -0.031], [-0.130, -0.002, -0.116], [-0.146, 0.067, -0.060], [-0.047, -0.153, -0.059]],
  "largest_force_ev_per_a": 0.22,
  "homo_lumo_gap_ev": 8.801,
  "de_lowest_kcal_mol": 127.8,
  "total_energy_ha": -273.7048,
  "lumo_ev": 1.1,
  "homo_ha": -0.28355
}